Arrangement w

The following is a DFT calculation (wB97M-V/def2-TZVPD) of a cluster of 14 separate species, C86H162N6O30 in total.

Atoms and positions in Å:
C  -6.0773  -2.7173  1.9908
H  4.9489  3.0567  -4.5708
C  -1.9365  0.9488  -6.4635
C  -3.8848  2.7479  -0.9999
H  2.1147  0.3183  6.9984
H  -3.0715  -2.1983  -5.7289
O  -1.3247  -5.0052  4.8667
H  -2.4292  10.3398  -4.3159
C  -3.0021  -0.2872  7.6214
H  -3.5814  -6.5024  -0.9333
C  5.8407  -5.4442  4.5407
C  5.1537  2.3091  3.2235
O  -6.7745  -2.1419  5.2322
C  4.1409  -6.8819  5.6958
H  0.3873  -2.9188  0.3965
C  2.7959  -5.8556  1.2006
H  4.6347  6.5409  -2.5585
H  0.4215  8.3064  -3.2599
H  -0.9322  -7.8780  -4.0579
C  -0.4148  6.3435  -5.2031
O  0.2113  -1.9475  6.4817
H  1.0690  -8.2920  -4.9636
H  -4.8166  -3.7017  -0.9203
H  -1.2554  -1.9804  -4.7827
H  -0.8084  9.7204  -4.3372
C  4.5968  1.6863  4.5345
O  4.2412  -4.8276  -2.6605
H  4.2543  -6.5482  6.7300
C  0.0000  0.2092  2.6927
H  3.1150  6.2819  -1.6685
H  6.1704  6.0200  -0.6625
C  -1.0817  1.2468  7.6859
H  -6.4577  -1.5072  0.2381
H  -0.2306  -0.5145  9.7224
H  1.5363  -1.7520  1.0983
H  -0.4040  -1.8707  2.2019
O  3.5770  2.6252  4.8995
H  -3.7484  -0.6972  8.3057
H  -0.8920  6.9867  -5.9528
H  5.1550  1.5594  2.4349
H  2.6290  -0.1534  -4.4246
C  -0.7213  -0.8682  1.9067
H  -0.0685  4.3432  -3.7542
H  8.1483  6.0039  -3.4370
O  4.2037  3.3068  2.8848
H  1.6202  -7.6082  2.9113
O  2.3639  4.1831  3.8422
H  -2.0303  0.4887  9.4234
H  -1.1555  1.4239  -7.0560
H  -5.8092  -0.5937  1.6963
O  5.0116  3.9894  -4.3412
C  -1.3214  -0.0495  -9.3991
C  -0.3926  8.6284  1.8151
H  -1.4257  -5.6412  7.7781
C  -0.2124  6.0861  1.5628
H  -3.3457  7.1250  -5.5150
H  -3.5218  -2.5519  6.0321
H  0.5992  6.7238  -5.0667
H  2.5171  2.0812  0.6055
H  -4.4404  3.4842  1.0069
C  4.2695  4.4985  -2.1412
H  0.1693  2.8125  -1.2184
C  3.0708  -0.6217  -3.5440
H  2.4306  3.7915  -1.4841
H  1.6339  -3.8690  2.4955
C  -2.1826  -5.6738  7.0037
H  -0.1894  -0.6770  -4.5881
C  -5.1126  -5.1345  -2.6117
H  0.4320  -1.6337  5.5978
C  -0.0114  0.1700  7.6145
C  0.1785  -6.6684  -2.6393
H  -1.8242  1.9455  -1.2509
C  -2.3553  0.8421  8.4379
C  2.4470  -4.2775  3.0991
H  6.4844  6.2240  -4.0984
N  -0.7194  -1.1774  -7.2594
H  -2.9802  -6.3756  7.2703
C  -0.9659  -4.9029  -3.4661
H  -1.6361  -1.8366  -1.2479
H  -0.4056  5.3578  -5.6638
H  1.7847  -5.9068  0.7749
H  -4.0888  7.6359  -2.5404
C  2.6817  -5.7398  2.7117
H  3.2106  5.9121  -3.4235
H  -0.8034  2.1182  2.0397
C  -4.8458  -4.7667  -1.1394
C  1.1344  0.7313  6.7601
H  -1.0904  9.4686  1.8465
H  2.0761  -3.0189  4.8165
H  -1.4207  1.4553  6.6630
O  -1.1510  -5.8946  -4.3578
C  0.8412  -7.2225  -5.0469
C  4.7329  4.4513  -0.6909
C  3.2860  3.4347  3.8534
O  -5.2326  -0.1545  -2.1812
O  -6.0341  -5.2870  -0.5275
H  -3.9252  -2.1355  2.1904
C  2.2154  -2.8041  -4.6570
H  1.6018  -4.6781  4.9889
C  -4.5983  0.8433  -2.0282
H  -0.4951  0.6589  -9.4752
H  -0.7686  3.1255  0.2115
H  0.9019  3.5906  0.0746
H  -3.5780  -6.9960  5.2438
O  -3.3117  0.9497  -2.3926
C  -3.6033  6.7599  -4.5176
C  2.4718  -2.0126  -3.3550
C  3.7468  5.9165  -2.4760
C  -1.2080  -0.8982  -4.9161
C  -1.1868  6.2579  -3.8753
H  -7.4588  -1.1450  1.5849
H  -2.7516  3.0289  0.8708
C  -0.0070  -2.1276  -9.3952
H  -0.4268  -2.7203  -10.2061
H  0.4676  8.8623  1.1916
H  3.2612  -5.0470  0.6345
C  -2.3396  9.2323  -1.8966
N  -0.1887  0.3172  -0.1804
H  3.4849  2.4563  -2.1552
C  6.7710  4.4405  -2.8274
C  2.3931  -4.0366  4.5818
H  0.4338  6.1509  2.4388
H  -4.2202  -2.5434  -7.7741
H  -1.9606  -1.9329  9.3520
H  -4.2107  8.6460  -4.0025
H  4.1638  -0.6319  -3.4812
H  0.4424  0.3038  -7.6895
H  -2.9498  5.5735  -3.0186
O  -5.0042  1.9131  -1.3538
H  2.8408  0.0627  -2.7202
H  -1.1843  -3.0673  8.3318
H  -1.3787  7.3767  0.2793
H  3.3519  -3.7611  2.7291
C  -1.0392  7.3750  1.3173
H  -1.8318  -2.6415  0.3348
H  -1.9755  -0.5058  -4.2433
C  -3.6183  -5.4665  -0.5880
H  -1.7967  -0.7902  2.0735
H  5.0445  -7.3856  2.4544
H  1.3171  -1.9555  -0.6711
H  6.0777  -4.7376  3.7527
H  -2.5816  8.4918  -1.1391
H  0.4005  5.5152  -2.5259
H  8.7529  3.6695  -3.3914
H  -2.6986  -4.9599  -0.8820
H  7.2535  3.2486  -0.9992
C  -0.4438  5.1351  -3.1075
O  -1.2883  5.1672  1.8249
O  0.5332  -0.5242  -7.1936
C  -1.7636  -5.2143  3.6084
H  -1.5221  -0.3059  -10.4491
H  -2.4049  2.8164  -2.6184
H  1.2921  -0.9538  8.9711
H  -4.2165  -3.7579  2.6810
H  -4.2844  -5.3134  -3.2861
H  -0.6680  -6.6594  5.8052
H  8.1168  4.7150  -1.1207
C  0.4961  1.4008  0.4736
H  0.5297  -6.2282  2.7397
H  6.1531  2.7213  3.3563
H  6.4515  4.9817  0.6397
H  -0.3679  0.2429  3.7213
H  -3.1101  9.9979  -2.0043
H  1.1756  1.8156  6.7168
H  -4.5495  6.2182  -4.5784
H  6.3586  -6.4036  4.3868
H  0.4746  -2.8632  -8.7388
H  -2.1922  -3.2558  -8.5524
H  -2.3301  -8.0459  4.6929
C  -2.3735  -2.1917  -8.7333
H  6.3500  -5.1778  5.4769
H  0.9303  2.0413  2.5023
H  -4.1105  -0.8687  -8.1630
H  -4.1021  3.7217  -1.4432
H  5.3542  1.6290  5.3114
H  -2.8803  1.1995  -6.9556
H  -2.2509  0.4561  -9.1301
C  -3.7538  2.8180  0.4915
H  2.6242  3.6087  -3.2113
H  1.4279  -6.5534  4.2762
C  0.8177  -1.9158  0.2985
C  -2.7191  2.1287  -1.8318
H  0.8500  -1.5105  -9.6639
H  2.4109  0.8288  -0.5644
O  -6.8713  -2.9976  3.1648
C  6.1400  4.9497  -0.4043
C  -2.0851  -2.4468  8.3957
H  -5.6137  -4.2665  -3.0672
H  1.2485  -6.8381  -2.5378
C  -2.3601  5.8175  2.3261
C  0.2084  2.7729  -0.1242
N  -1.2529  7.4010  -2.9950
H  3.5062  -4.5107  6.3023
H  1.5183  -1.7432  -2.8795
H  7.5210  3.5764  -4.6260
H  -2.9627  -3.0877  8.4349
O  3.2105  -2.8394  -2.5353
O  2.8250  -4.0606  -4.2958
C  -4.6916  -2.7760  2.6268
O  0.0288  -5.2458  -2.6140
H  -0.4018  -7.1623  -1.8627
H  -1.9608  -2.7602  5.4976
H  4.0744  5.0737  -0.0737
H  -0.1306  8.5460  2.8731
H  4.4070  -3.6251  5.0172
O  -0.1071  0.3998  -1.5918
H  3.2541  0.4205  3.4325
C  -2.5948  -1.9790  5.9363
O  -4.9388  -2.2577  3.9406
C  -1.8572  9.4126  -4.4081
H  0.8964  0.3591  5.7566
H  0.3656  5.8398  0.6770
H  3.5457  -0.1976  5.0096
O  -6.0841  -6.1682  -2.5377
O  4.2863  -7.4859  3.0392
O  -3.2439  5.3191  2.9375
H  -2.9624  1.7286  8.6105
H  -2.0325  1.3777  -5.4669
H  -2.0539  9.0121  -5.4000
N  -0.6686  -0.9763  6.9896
O  -2.3143  7.1052  1.9490
C  -1.6349  -6.1679  5.6794
H  1.7578  -6.6860  -4.7981
C  7.1365  4.2812  -1.3508
C  2.0358  1.1117  0.4169
C  -2.5928  5.6979  -4.0541
H  -3.7316  -0.6430  -6.0068
H  2.7419  -2.3016  -5.4642
C  -0.2831  -7.0029  -4.0645
H  0.9454  0.7217  9.4627
H  2.3069  0.4556  1.2400
H  1.0380  -0.1230  2.8651
C  -0.4245  -0.9745  0.3787
H  -3.9145  1.8030  0.8784
H  -2.5827  -1.1090  -0.0245
C  -2.0234  -1.4263  7.2380
C  -2.5793  -6.9912  4.7944
H  -2.6981  -4.7273  6.8662
H  -2.7532  -1.2481  5.1452
H  0.6508  -7.1130  -6.1135
H  -3.5127  0.1964  6.7890
H  1.1366  -2.8480  -4.7653
C  -3.0131  -1.3608  -6.4209
O  -0.0121  7.8514  -2.5213
C  1.4651  -6.5592  3.1868
H  -2.8098  -2.2544  -9.7380
H  -0.6999  2.1806  8.1074
O  -7.4585  -6.9991  -0.9872
C  -6.4303  -1.4072  1.3223
H  -1.0614  4.6812  -2.3248
C  7.0814  5.8854  -3.2494
H  6.8039  6.6062  -2.4768
H  4.8647  -0.3210  3.8418
C  -3.5082  -1.7160  -7.8258
C  -1.1099  -1.3715  -8.6699
C  -1.6581  -1.6865  -0.1587
H  4.6318  3.4553  -0.2430
C  -1.6771  -0.5685  -6.3451
C  -6.2035  -2.5761  4.2837
C  3.7106  -4.4369  5.2370
H  3.2587  -6.8033  0.9241
H  -1.4268  9.7272  -1.5632
C  7.6970  3.4607  -3.5502
H  7.4685  2.4266  -3.2941
C  3.5252  -4.0097  -3.1287
C  4.3430  -5.7603  4.6900
H  4.8709  -7.6962  5.6565
H  -6.1784  -3.5619  1.3110
H  3.1725  -7.3694  5.5662
C  -3.6139  7.8854  -3.4869
H  -2.6390  4.6974  -4.4809
N  5.3816  4.0453  -2.9822
O  -1.5926  -4.4894  2.6856
N  3.9479  -6.1409  3.3127
O  -2.6394  -6.2374  3.5998
C  4.0445  0.3101  4.1803
C  3.1371  3.4817  -2.2553
C  0.5224  -0.1817  9.0067
C  -2.2139  8.4990  -3.2374
H  -3.6131  -5.4558  0.5050
C  -6.6534  -6.1915  -1.3028
H  -0.8677  -0.1218  -1.8791
O  -1.6506  -3.9332  -3.3810
C  0.1225  1.5475  1.9583

Values from the calculation:
Charge: 0
Kohn-Sham gap in Eh: 0.2916
LUMO level in eV: 0.19
Multiplicity: 1

Mulliken atomic charge list, values in e, 99 entries: C 1.125; H 0.336; C -1.633; C 0.544; H 0.389; H 0.363; O 0.118; H 0.507; C -1.171; H 0.437; C -2.085; C -0.595; O -0.576; C -1.697; H 0.665; C -2.326; H 0.531; H 0.263; H 0.366; C -1.817; O -0.177; H 0.408; H 0.154; H 0.182; H 0.257; C 0.333; O -0.565; H 0.404; C 0.556; H 0.290; H 0.345; C -1.237; H 0.334; H 0.319; H -0.067; H -0.109; O -0.294; H 0.364; H 0.302; H 0.286; H 0.353; C -0.858; H 0.616; H 0.437; O -0.107; H 0.461; O -0.558; H 0.301; H 0.116; H 0.272; O -0.533; C -1.643; C -1.677; H 0.333; C -0.123; H 0.365; H 0.392; H 0.346; H 0.180; H 0.448; C 1.884; H 0.377; C -1.414; H -0.355; H -0.049; C -1.245; H 0.278; C -0.296; H 0.189; C 2.060; C -0.637; H -0.072; C -0.951; C -0.751; H 0.328; N 0.497; H 0.518; C 0.164; H 0.088; H 0.414; H 0.180; H 0.413; C 2.173; H 0.322; H 0.334; C 0.821; C -1.341; H 0.410; H -0.556; H 0.204; O -0.379; C -1.431; C -0.916; C 0.545; O -0.562; O -0.351; H -0.561; C -0.032; H -0.374

Arrangement x

The following is a DFT calculation (wB97M-V/def2-TZVPD) of a cluster of 14 separate species, C86H162N6O30 in total.

Atoms and positions in Å:
O  -3.0916  -4.3732  1.6700
H  0.0415  2.9556  5.2289
C  -6.2708  -0.8501  -0.6214
H  3.8807  1.0999  -8.3798
C  1.1162  -5.0610  -6.8711
C  2.5771  -4.9056  -7.5550
H  1.3812  1.4555  7.0149
H  -3.8300  -2.3903  8.4284
H  2.5146  -5.2928  -2.4523
C  1.6982  0.3475  -1.8630
O  3.0596  5.0450  -2.2479
H  -0.9689  7.7056  3.2079
H  0.0971  6.4642  0.7658
O  2.0350  4.9041  -4.2376
C  -2.8766  -1.6585  -9.5761
C  4.7640  -1.6727  -5.9916
H  -0.9061  4.9169  -3.3253
H  3.5321  -0.3247  4.6439
C  -0.6510  6.6664  3.2934
H  -0.3343  3.3039  7.3038
H  -1.2476  -7.3517  2.1306
H  -3.2790  7.2568  -0.5956
C  1.6731  3.6279  6.6950
C  -4.1023  -4.6070  1.0071
H  -0.9531  8.0535  -0.7850
C  -5.0038  7.6193  1.2415
C  -6.8543  -2.6496  6.7745
H  -5.2767  -2.7912  -5.3162
O  -0.7474  0.0375  1.6620
H  3.2304  1.2282  8.4751
H  7.8432  0.0855  -5.3084
H  5.2241  -0.5996  2.7246
C  -0.0438  -2.5062  0.0435
O  6.2207  3.6861  2.7198
C  -5.9654  -5.7251  0.2710
C  1.8487  1.3003  -0.7061
H  -7.2692  -1.6658  6.9935
H  -2.1881  4.0284  1.6324
C  -0.9906  6.3966  0.7407
H  3.9378  -1.4128  1.8476
H  1.0951  4.1807  4.5476
C  -4.8633  -4.3052  6.9471
C  4.9601  -2.3599  -7.3633
C  -4.3741  -2.3429  -4.9012
N  -4.5264  -2.1266  5.7225
H  5.5265  -5.3866  0.8244
H  2.9431  2.4318  -6.4814
C  4.1480  -0.6075  2.5514
O  0.1851  -4.1054  -3.6867
H  4.3393  4.9242  0.7726
H  5.2158  -3.4194  -7.3473
H  1.2394  0.1347  4.4829
C  5.8600  0.8561  -5.4948
H  -4.4409  1.1855  2.5603
H  -6.2713  -0.3515  2.3702
C  5.1935  5.0762  6.8170
C  -5.2120  -2.7723  6.8869
H  -4.7384  -0.4200  6.4180
H  4.9610  2.7758  7.3079
C  -7.3406  -5.2174  0.5197
H  -1.6649  -2.1933  4.1073
H  -7.2508  -2.7199  5.7616
H  4.1515  -2.2555  -3.9024
C  -4.8282  -2.1195  8.0844
H  -3.6874  -0.5385  1.0283
C  -1.4030  7.7243  0.1516
C  -5.1983  -5.0217  -0.9514
C  4.2334  3.1774  8.0132
C  -1.2003  -0.9016  -6.5870
H  -2.6272  -2.6949  -9.3487
H  3.0832  -2.8298  -5.1247
H  -5.4263  -4.9230  6.2475
H  -2.1340  -1.2353  -10.2526
H  -3.6708  -1.7612  -10.3156
O  -4.9211  -0.8329  5.5708
H  0.6195  5.4556  -5.6882
O  1.3258  -10.3839  0.6282
C  -1.7500  -0.2496  -7.7642
H  2.5388  -4.3139  -8.4696
C  1.0611  -1.0427  -1.4934
H  1.2764  0.0332  2.7781
H  -2.6214  -4.4806  7.6380
H  6.2162  6.3681  1.7087
H  -5.1448  -4.8527  7.8466
O  1.4055  -8.0491  0.3986
O  0.0582  -8.9596  1.7190
H  -2.7357  -0.3084  -5.4447
O  6.6232  1.8534  1.5795
C  -3.9499  0.4570  -8.5130
H  -1.6082  -1.8549  -1.6867
H  -0.7682  -2.7245  0.8282
H  2.7479  1.0851  -0.1289
C  3.6464  2.0205  -5.7573
C  -0.4283  -6.7249  -0.4993
H  -4.6387  -5.7124  -1.5822
H  -3.2429  -5.6725  6.5846
C  -4.4364  1.2634  1.4730
C  6.2346  -1.4693  -5.4116
H  -0.7147  -0.8830  1.9325
H  -3.0677  -1.1334  3.5877
C  0.5393  -7.0029  0.6875
O  0.5313  -5.8919  -4.9380
O  2.6598  -0.5292  -6.3728
H  -5.7881  -1.7040  -7.5229
C  -0.1198  -1.0611  -0.4346
H  -1.6490  -3.7098  5.9989
H  0.2236  2.9088  -3.9793
C  -0.2279  -7.6320  1.8666
H  3.0465  6.3109  8.4993
C  0.6941  4.8926  -4.7578
N  2.8811  4.5067  6.5187
H  -1.6718  4.2531  3.3265
N  3.9795  -0.4820  -6.0851
C  4.7880  1.0968  -7.7757
C  3.4521  5.3524  8.8232
H  2.8527  -3.9623  -1.4681
H  4.8267  4.3613  3.7595
C  1.9608  -2.6983  3.9753
C  -2.2317  -1.3144  6.6126
C  -0.5032  2.1563  -0.4311
O  -3.6689  6.0348  3.3300
C  0.6334  1.3398  0.2818
H  5.1807  6.0809  6.3943
C  4.5348  0.8557  -6.3114
N  0.0563  0.0384  0.5887
H  -1.0306  8.5032  0.8169
C  3.8716  4.5801  7.5858
H  -0.4197  6.5460  -3.9019
C  -1.4868  4.5403  2.2914
C  0.4190  4.0845  7.4101
O  0.8520  5.5828  -2.5330
H  6.3613  -1.5204  -4.3302
H  -5.0455  2.0219  0.9813
H  0.3090  -7.3223  2.7632
H  2.9154  2.0015  6.4444
C  2.0350  5.1606  -2.9197
H  0.4968  -1.4826  -2.3158
H  -3.4791  1.7440  1.2710
H  1.6621  -6.9660  -6.1659
C  -2.9150  7.8741  0.2256
C  -3.3144  -4.6077  6.8063
O  4.9966  -6.3472  -1.5769
C  3.9823  -5.7809  -0.7330
H  -0.5212  1.8879  -1.4874
H  -1.9014  -3.3997  -7.1691
C  2.1150  2.2516  7.1408
O  1.7267  -3.8969  3.8283
O  2.7053  5.6567  5.8542
H  4.9778  6.8500  2.9532
H  6.6761  6.3336  3.2675
C  0.0817  3.4600  -4.9089
H  -7.9662  -5.8499  -0.1102
H  -7.8319  -5.3537  1.4831
H  -4.0078  -3.0920  -4.1992
H  0.1179  -6.5891  -1.4328
H  2.8674  -5.9368  -7.7562
H  -0.9569  -0.3256  -8.5080
H  4.3544  5.6016  9.3817
C  -3.2906  -2.1667  -6.0472
C  5.7738  6.1564  2.6822
H  2.1883  1.7770  1.7713
C  -5.7236  -1.0133  1.6993
O  -5.0528  -5.5552  1.3298
H  -2.1174  9.2451  2.3012
H  5.2872  2.0617  -7.8638
N  -3.9902  -1.5414  -7.2295
H  -5.4943  7.5532  2.2127
O  -5.0645  -2.2833  -7.7724
H  -1.3608  -0.9541  6.0650
H  -0.8863  6.2552  4.2751
H  -0.7770  -1.8523  -6.9111
H  6.3881  1.8082  -5.5479
H  -0.9593  3.5415  -5.2215
C  1.2062  2.1584  1.4920
H  -4.7905  0.1264  -9.1231
O  1.0398  -1.8749  3.8239
H  -4.2652  1.0218  -7.6357
H  5.6810  -1.8198  -7.9771
H  1.8535  -1.7339  -1.2062
C  -1.4312  -0.8489  -1.3065
C  -4.6917  -0.1333  0.9043
H  2.4510  2.6414  9.2152
H  4.6875  -3.9535  0.3321
H  3.2902  -6.5749  -0.4524
H  -6.0119  -6.8036  0.1200
O  4.4473  -4.5201  -2.6030
H  1.6595  2.6220  4.6264
C  1.0595  -9.2118  0.9067
H  4.4732  -3.6285  -4.9151
H  7.0780  -0.1038  -6.8602
C  5.3077  -5.5028  -2.6374
C  -0.0696  5.5577  -3.6040
H  3.0374  1.4658  -5.0435
C  3.1820  -0.8356  3.7470
H  -3.6076  1.1446  -9.2864
H  -5.2719  6.7272  0.6755
H  5.9927  5.0486  7.5578
C  -3.5100  7.6769  1.5946
H  -2.0518  -3.9604  -5.4486
H  -5.4224  8.5004  0.7551
O  3.1283  -2.1884  4.0810
H  -4.2704  5.3083  3.1515
C  -3.1466  8.9164  2.4450
H  0.8705  -2.7929  0.5631
O  -6.8493  -0.8815  -1.6780
H  -1.9236  0.7741  -7.4325
C  0.7642  -6.3481  -6.1729
H  6.9242  -2.1638  -5.8915
H  -3.3181  -4.2370  -6.6396
H  -1.7716  -1.8034  7.4713
H  -2.3403  -0.6288  -0.7468
H  0.3255  -4.7662  -7.5610
H  3.9736  0.2344  1.8813
H  5.4763  0.4262  -8.2901
H  5.6186  0.6502  -4.4520
O  1.0674  -4.0463  -5.8745
H  -0.1183  -3.2519  -0.7480
O  -6.5402  -1.4786  0.5653
C  -2.7379  -2.0067  4.1505
H  2.7733  4.8861  9.5374
H  4.6621  3.2261  9.0141
H  -3.1178  8.7543  3.5225
C  0.4635  -4.6367  -4.7874
H  0.5122  4.1839  8.4915
H  3.1800  4.5637  2.0877
H  -5.8892  -4.3886  -1.5082
H  -0.3771  -0.3577  -6.1237
C  6.9030  -0.1876  -5.7876
H  -0.4308  4.3495  2.1006
H  -0.9957  -5.7992  -0.4025
N  -3.0012  6.3933  2.1718
O  -5.0560  -0.1360  -0.3685
H  3.3258  -4.5675  -6.8386
H  0.5992  2.8349  -5.6365
H  3.9605  -5.2429  1.4524
C  5.2219  4.7134  2.8066
C  -2.1961  -1.2389  -5.6214
C  -3.1254  -2.2323  5.6421
H  -0.1776  3.1934  -0.3512
H  -3.1783  -2.8088  3.5582
H  1.9422  2.2144  -1.2924
H  -1.1675  5.6638  -0.0466
H  0.6170  2.1157  2.4081
H  -7.5086  -4.1893  0.1989
H  1.1558  -6.1287  0.8967
H  1.3263  3.2388  1.4110
H  -1.4585  2.1741  0.0936
H  -5.1237  -1.7791  2.1908
H  5.3371  4.4160  5.9617
H  2.2537  6.2211  6.4859
H  -2.8755  -0.5424  7.0341
H  4.1619  2.8233  -5.2302
C  4.1871  4.3882  1.7095
H  4.0340  -2.2083  -7.9177
H  2.2472  -0.1870  -5.5764
O  -4.4033  -4.0908  -0.2628
H  -1.3155  -0.1532  -2.1376
O  4.5918  3.0279  1.5668
C  -3.1181  -0.8272  -8.2609
H  -1.8675  -1.5609  -4.6332
H  -5.4189  -2.6070  8.8599
H  -2.6725  -4.3078  4.7742
H  -7.3250  -3.5039  7.2611
C  3.3031  -4.8922  -1.8153
H  -3.0844  8.8700  -0.1837
H  2.5353  0.1962  -2.5446
C  -2.5599  -3.5266  -6.3098
H  -5.0298  -1.0656  8.2761
H  -3.7955  9.7458  2.1639
C  1.0682  3.3213  5.2176
H  0.4031  6.5488  3.0426
H  -1.1325  -7.5489  -0.6142
C  4.5390  -5.0093  0.5586
H  0.0371  -7.0058  -6.6494
O  6.4866  -5.3186  -2.9337
H  0.0688  5.0530  7.0529
H  1.0248  0.8833  -2.5320
C  5.8888  2.7915  1.8910
C  -1.5579  5.9987  2.1700
C  3.0108  2.2884  8.3491
C  4.1310  -2.5939  -4.9384
H  -4.6811  -1.5658  -4.2013
C  -2.7028  -3.7865  5.7310
C  1.5614  -0.5199  3.6731

Values from the calculation:
Charge: 0
Kohn-Sham gap in Eh: 0.2801
LUMO level in eV: 0.19
Multiplicity: 1

Mulliken atomic charge list, values in e, 99 entries: O -0.511; H 0.605; C 0.575; H 0.402; C 0.407; C -1.118; H 0.572; H 0.347; H 0.000; C -0.009; O -0.610; H 0.602; H 0.305; O -0.302; C -1.717; C 1.968; H 0.315; H 0.338; C -1.575; H 0.436; H 0.300; H 0.367; C 2.004; C 0.246; H 0.502; C -2.009; C -1.835; H 0.415; O 0.419; H 0.529; H 0.456; H 0.399; C -1.870; O -0.362; C 0.521; C -1.324; H 0.341; H 0.650; C -0.841; H 0.002; H 0.215; C -1.349; C -1.945; C -2.266; N 0.516; H 0.437; H 0.335; C -0.524; O -0.260; H 0.186; H 0.478; H -0.350; C -1.429; H 0.352; H 0.330; C -1.706; C 1.582; H 0.338; H 0.418; C -1.409; H 0.421; H 0.439; H 0.447; C -1.785; H -0.683; C -1.306; C -0.621; C -1.242; C 0.824; H 0.315; H 0.318; H 0.456; H 0.431; H 0.355; O -0.383; H 0.350; O -0.616; C -1.540; H 0.302; C -1.662; H -0.052; H 0.431; H 0.430; H 0.473; O -0.294; O -0.380; H 0.511; O -0.648; C -2.086; H 0.741; H 0.141; H 0.227; C -1.185; C -1.198; H 0.221; H 0.350; C -1.433; C -1.123; H 0.036

Short version: arrangement w is the most stable of them.